Entry 1:
10
Properties=species:S:1:pos:R:3 method="wB97M-V/def2-TZVPD" mol_weight_g_mol=151.19 smiles=Fc1onc(S)c1S lumo_energy_ev=0.27 e_above_lowest_ev=2.696 multiplicity=1
F -0.34419 2.40337 0.96701
C -0.39777 -0.55414 -0.97149
C -0.51851 1.29733 0.27131
H 1.24432 0.34735 2.29939
C -0.19667 0.06300 0.36433
S 0.18990 -2.17458 -1.45290
H 1.01484 -2.51376 -0.28013
S 0.70985 -0.81938 1.65487
O -0.91554 1.49466 -0.97983
N -0.78624 0.45616 -1.87256


Entry 2:
9
Properties=species:S:1:pos:R:3 method="wB97M-V/def2-TZVPD" mol_weight_g_mol=134.00 lumo_energy_ev="-11.87 / -11.80" total_charge=+2 e_above_lowest_ev=5.467 multiplicity=1
O 1.83994 -0.54878 -0.06604
H 0.49298 -2.06454 -0.09131
Sc 2.06276 1.45933 -0.19283
C -0.40572 -0.20264 0.53895
F -2.20242 1.16075 -0.15622
C -1.05067 0.55092 -0.41653
C 0.70571 -1.02748 0.20996
H -1.51985 -0.80749 0.12061
O 0.07727 1.47992 0.05341


Entry 3:
9
Properties=species:S:1:pos:R:3 method="wB97M-V/def2-TZVPD" mol_weight_g_mol=105.04 lumo_energy_ev=4.01 total_charge=-1 e_above_lowest_ev=4.148 multiplicity=1
C 0.72096 -1.11857 0.00801
O -0.91541 -2.37266 -2.52022
H -0.53061 -0.36597 1.66232
O -0.52187 -0.43601 -0.47367
C -1.56298 -1.90218 -1.66727
F 0.88663 -2.28414 -0.74002
C -0.56859 -1.09786 0.80148
O -2.57388 -1.84426 -1.08398
H -1.29865 -1.98839 0.91132


Entry 4:
8
Properties=species:S:1:pos:R:3 method="wB97M-V/def2-TZVPD" mol_weight_g_mol=241.98 lumo_energy_ev="-10.59 / -11.20" total_charge=+2 multiplicity=3
C -1.05110 0.44457 -0.10123
Tm -2.75035 1.71748 1.29106
C 1.07768 -0.69471 -0.36216
F 2.40904 -0.68899 -0.27898
O -1.45580 -0.11045 -1.12629
H 0.70300 -1.49502 -1.00427
H 0.73889 0.68532 1.21798
C 0.32865 0.14181 0.36389


Entry 5:
7
Properties=species:S:1:pos:R:3 method="wB97M-V/def2-TZVPD" mol_weight_g_mol=291.86 lumo_energy_ev=-0.39 e_above_lowest_ev=0.509 multiplicity=1
I 2.13600 1.06999 0.77429
C 0.58599 0.58351 -0.53114
I -0.93305 2.08419 -0.73698
H 0.98168 0.45838 -1.48840
C -0.19792 -0.71345 0.11130
C -0.98632 -1.38268 0.75099
H -1.58638 -2.09994 1.11993


Entry 6:
9
Properties=species:S:1:pos:R:3 method="wB97M-V/def2-TZVPD" mol_weight_g_mol=545.66 lumo_energy_ev=-0.41 e_above_lowest_ev=0.000 multiplicity=1
H -0.96236 -0.64590 -1.56676
C 0.00258 -0.19154 0.56234
I -0.58517 2.48397 -0.86235
H -0.11621 -1.95163 -0.54420
C -0.22291 1.16145 0.68468
I 1.50902 -0.75763 -2.18477
C -0.17799 -0.95855 -0.83470
I 0.33353 -1.33282 2.22009
I 0.21951 2.19265 2.52566


Entry 7:
9
Properties=species:S:1:pos:R:3 method="wB97M-V/def2-TZVPD" mol_weight_g_mol=225.03 lumo_energy_ev=0.45 total_charge=-1 e_above_lowest_ev=2.659 multiplicity=1
C 0.52072 -1.66919 1.09442
I 2.77737 2.36512 -6.11420
N 0.15065 0.61735 0.32856
H -1.54826 -0.92613 -2.02398
H 1.25901 0.09912 2.01000
C -1.06305 -0.89557 -0.98442
S -0.40260 -2.34692 -0.16019
N -0.71665 0.26041 -0.65245
C 0.64804 -0.23526 1.15103


Entry 8:
10
Properties=species:S:1:pos:R:3 method="wB97M-V/def2-TZVPD" mol_weight_g_mol=207.81 lumo_energy_ev="-12.24 / -12.62" total_charge=+2 e_above_lowest_ev=3.194 multiplicity=1
Li 0.52602 0.59807 1.92112
O 0.10564 -0.87778 -0.48489
O -0.07233 1.97533 -0.69181
In 1.85491 -3.04073 -0.59705
H -0.03491 0.99259 -1.47184
H -2.18400 1.71183 -0.41784
C -0.83661 0.08088 0.01160
C 0.84469 -1.58752 0.36227
O 0.97176 -1.22569 1.53657
C -1.17516 1.37304 -0.16812


Entry 9:
8
Properties=species:S:1:pos:R:3 method="wB97M-V/def2-TZVPD" mol_weight_g_mol=184.87 lumo_energy_ev="-6.64 / -7.44" total_charge=+1 e_above_lowest_ev=5.435 multiplicity=1
C -0.96342 0.35136 0.09073
H -0.50178 -1.78254 -0.21278
H -1.98823 0.19879 0.46337
O -0.54907 1.55572 -0.09128
O 1.06205 -0.39869 -0.73320
C -0.12891 -0.76474 -0.07924
C 1.65577 -0.59252 0.61805
In 1.41359 1.43262 -0.05565


Entry 10:
10
Properties=species:S:1:pos:R:3 method="wB97M-V/def2-TZVPD" mol_weight_g_mol=151.68 lumo_energy_ev="-0.58 / -0.57" e_above_lowest_ev=0.000 multiplicity=4
O 2.17460 0.62584 -0.78279
O -2.58131 0.46338 0.14576
C 1.96461 -0.49578 -0.24638
Li -3.61795 -1.02744 0.36396
C -1.59682 -0.26635 0.46966
O 0.74235 -0.76788 0.19228
H -0.46707 0.71806 1.29709
H -0.16969 0.88801 -0.71799
C -0.25528 0.25204 0.17258
Ni 3.80656 -0.38988 -0.89416


Entry 11:
10
Properties=species:S:1:pos:R:3 method="wB97M-V/def2-TZVPD" mol_weight_g_mol=158.38 lumo_energy_ev="-5.50 / -5.50" total_charge=+1 e_above_lowest_ev=1.620 multiplicity=1
H -0.00714 3.39916 3.01773
C -1.45913 2.49412 1.84891
O -1.56220 1.59569 1.11162
Zn -0.28506 1.08396 -0.21163
O 0.83786 3.22094 -1.03927
H -0.89154 4.48521 1.79484
Li -0.92324 2.26144 -1.44432
C 1.35010 2.79137 0.07652
C -0.69973 3.50195 2.19632
O 1.81329 1.89198 0.60013


Entry 12:
9
Properties=species:S:1:pos:R:3 method="wB97M-V/def2-TZVPD" mol_weight_g_mol=261.01 lumo_energy_ev="-6.82 / -7.04" total_charge=+1 e_above_lowest_ev=2.692 multiplicity=1
C 0.96594 0.17799 0.40368
H -0.30038 -0.33510 -2.46921
O -0.89416 -1.03505 -0.31031
O 0.39508 -0.02208 -1.87866
O -0.70337 0.76122 1.96112
C 0.18614 -0.40298 -0.60834
Lu -2.21709 -0.32710 1.18636
H 2.00276 0.34406 0.09972
C 0.56507 0.83905 1.61564


Entry 13:
8
Properties=species:S:1:pos:R:3 method="wB97M-V/def2-TZVPD" mol_weight_g_mol=94.35 lumo_energy_ev="-7.45 / -7.46" total_charge=+1 e_above_lowest_ev=5.057 multiplicity=2
C -1.79613 0.60587 -0.11073
O -0.35817 -1.16262 0.12899
H -2.26447 -1.18774 1.05063
H -2.34412 -0.66722 -0.94928
C 0.37382 -0.02070 0.03988
C -1.73078 -0.80874 0.17053
Mg 2.42406 0.12795 0.06469
O -0.52820 1.00219 -0.20756


Entry 14:
7
Properties=species:S:1:pos:R:3 method="wB97M-V/def2-TZVPD" mol_weight_g_mol=66.06 lumo_energy_ev=-0.95 e_above_lowest_ev=6.325 multiplicity=1
N 0.72824 -1.19522 2.13677
H -0.74665 0.52447 0.20385
H 0.91469 -0.28428 -0.50324
C -0.01016 -0.31353 0.27395
C -0.90515 -1.53275 0.23940
C -0.14687 -1.79440 1.34116
N 0.90663 -0.13189 1.47020


Entry 15:
8
Properties=species:S:1:pos:R:3 method="wB97M-V/def2-TZVPD" mol_weight_g_mol=82.06 smiles="O=C1C=NN=C1" lumo_energy_ev=-1.79 e_above_lowest_ev=1.498 multiplicity=1
C 0.58836 -0.47775 0.23325
H 1.22719 1.65029 0.79020
O 1.40982 -1.21514 0.72803
C 0.49286 0.96787 0.38570
N -0.46596 1.40803 -0.28009
C -0.75748 -0.80376 -0.46761
N -1.31110 0.32444 -0.78592
H -1.18368 -1.85397 -0.60357


Entry 16:
9
Properties=species:S:1:pos:R:3 method="wB97M-V/def2-TZVPD" mol_weight_g_mol=98.06 smiles="N=C=NC(=O)C=O" lumo_energy_ev=-0.76 e_above_lowest_ev=1.997 multiplicity=1
H -1.94906 1.37497 -0.04942
O -2.89890 -0.44192 -0.16476
C -1.93468 0.26593 -0.07899
N 2.58056 -0.48342 0.10914
O -0.29955 -1.51264 -0.04781
C -0.55555 -0.33141 -0.03010
C 1.51071 0.07199 0.06198
H 3.12988 0.40093 0.18521
N 0.41660 0.65557 0.01475


Entry 17:
9
Properties=species:S:1:pos:R:3 method="wB97M-V/def2-TZVPD" mol_weight_g_mol=98.06 smiles="[H]/N=C(/C#N)OC=O" lumo_energy_ev=-0.21 e_above_lowest_ev=2.153 multiplicity=1
C -0.91936 -0.42554 0.08769
N -1.93277 -1.16731 0.18953
H 1.76460 0.41209 0.81936
H -1.80639 -2.12596 -0.14057
O 1.98494 0.77530 -1.16824
C 1.42477 0.31970 -0.23022
N -0.07052 1.86759 0.45685
C -0.81386 0.97718 0.45967
O 0.36859 -0.63304 -0.47406


Entry 18:
9
Properties=species:S:1:pos:R:3 method="wB97M-V/def2-TZVPD" mol_weight_g_mol=98.06 lumo_energy_ev=-0.22 e_above_lowest_ev=1.953 multiplicity=1
N -0.59018 1.71250 0.15591
H 0.72455 -1.29995 -2.03208
O -0.22900 0.80580 -0.80476
C 0.26068 -1.40923 -1.04271
O -0.43656 -2.32743 -0.71802
H -0.33405 1.63314 2.21650
N 0.43217 -0.05897 1.12086
C -0.16973 1.16600 1.25926
C 0.34211 -0.22187 -0.15496


Entry 19:
9
Properties=species:S:1:pos:R:3 method="wB97M-V/def2-TZVPD" mol_weight_g_mol=98.06 smiles="[H]/N=C(/C#N)OC=O" lumo_energy_ev=-0.93 e_above_lowest_ev=3.677 multiplicity=1
C 0.31102 -1.26903 -0.26434
N 0.19143 -1.10636 -1.41151
C 0.25682 -0.51474 0.95547
O -0.00131 0.89775 0.16384
H 0.39508 -0.11755 2.85181
N 0.48154 -0.84591 2.14203
C -0.40937 0.79702 -1.18313
H -1.44179 0.46630 -1.41956
O 0.23475 1.54629 -1.85717


Entry 20:
9
Properties=species:S:1:pos:R:3 method="wB97M-V/def2-TZVPD" mol_weight_g_mol=98.06 lumo_energy_ev=-0.17 e_above_lowest_ev=3.521 multiplicity=1
N -0.49968 0.13448 1.34039
O -0.30758 1.38594 -1.22860
H 1.66575 1.53948 -0.77345
C 0.63372 1.25963 -0.50912
C -0.87032 -0.94002 0.75255
C 0.66803 -1.18347 -1.11936
N -0.22325 -1.40281 -0.36687
H -1.71151 -1.51522 1.13299
O 0.64485 0.72198 0.77146